No. 1
C12H11Cl3NO6Sn as an isolated structure at a distorted geometry, computed with ωB97M-V/def2-TZVPD.

Properties
- lowest unoccupied orbital energy (eV) = 2.54
- charge = -1
- multiplicity = 1
- HOMO-LUMO gap (eV) = 7.8
- highest occupied orbital energy (eV) = -5.217

Positions of all 34 atoms, in Å:
Sn (-0.457578, 0.354196, -1.516024)
O (1.470924, 1.426902, 0.138194)
C (0.955134, 2.028077, 1.305205)
C (-0.168101, 2.984011, 0.905704)
N (-1.288283, 2.275551, 0.310922)
C (-2.083170, 3.150394, -0.543404)
C (-1.296716, 3.495025, -1.836078)
O (-1.156989, 4.660436, -2.163862)
O (-0.858936, 2.478080, -2.463894)
C (-2.125644, 1.622870, 1.298327)
C (-2.934460, 0.455174, 0.663771)
O (-4.039496, 0.200631, 1.101260)
O (-2.331754, -0.184813, -0.261568)
H (2.094443, 0.728446, 0.380959)
H (1.744155, 2.601989, 1.814101)
H (0.580019, 1.258417, 1.992387)
H (0.228061, 3.667385, 0.152870)
H (-0.476422, 3.567802, 1.790236)
H (-2.389528, 4.076683, -0.036988)
H (-2.971990, 2.596477, -0.853919)
H (-2.819722, 2.319549, 1.789538)
H (-1.499108, 1.165517, 2.068706)
Cl (2.768497, -6.677849, 0.634506)
C (2.246407, -5.151861, -0.003749)
C (2.955151, -4.007758, 0.317369)
C (2.528236, -2.802733, -0.195952)
Cl (3.388047, -1.363705, 0.201432)
C (1.392059, -2.657275, -1.020934)
O (1.000500, -1.522233, -1.459297)
C (0.719295, -3.869956, -1.307630)
Cl (-0.696745, -3.746442, -2.276185)
C (1.125587, -5.091804, -0.817451)
H (3.820534, -4.051993, 0.957788)
H (0.577592, -5.985189, -1.066343)

Atoms 1-3, force components in eV/Å:
Sn -0.8953 0.6675 0.3495
O -0.0455 -0.2315 -0.4117
C -0.2655 0.4371 0.4316


No. 2
C12H11FPd as an isolated structure, computed with ωB97M-V/def2-TZVPD.

Properties
- ⟨S²⟩ = 6.020
- lowest unoccupied orbital energy (alpha / beta) (eV) = -7.03 / -11.99
- charge = +2
- multiplicity = 5
- HOMO-LUMO gap (alpha / beta) (eV) = 8.8 / 6.0
- highest occupied orbital energy (alpha / beta) (eV) = -15.836 / -18.026

Positions of all 25 atoms, in Å:
Pd (0.799710, -1.159427, 0.218794)
C (-1.315629, -2.184976, -0.298784)
C (-0.559375, -2.064344, -1.497108)
C (0.589586, -2.895667, -1.374671)
C (0.545397, -3.523699, -0.096931)
C (-0.629193, -3.080747, 0.569973)
H (-2.278563, -1.737217, -0.109037)
H (-0.848893, -1.513404, -2.378171)
H (1.331017, -3.072241, -2.138229)
H (1.251639, -4.248141, 0.276966)
H (-0.973747, -3.421325, 1.534304)
F (-2.191137, 3.993767, -0.469288)
C (-1.229695, 3.191823, -0.149437)
C (-0.090480, 3.104317, -0.979792)
C (0.891911, 2.248700, -0.602156)
C (0.780822, 1.458425, 0.602210)
C (1.854152, 0.535105, 0.986302)
C (-0.372687, 1.561692, 1.408387)
C (-1.376567, 2.420113, 1.062530)
H (-0.022578, 3.720172, -1.867072)
H (1.790290, 2.165603, -1.200478)
H (1.956016, 0.324315, 2.043877)
H (2.791229, 0.613691, 0.450974)
H (-0.434113, 1.003108, 2.331775)
H (-2.259111, 2.560357, 1.675064)

Atoms 1-3, force components in eV/Å:
Pd 0.0177 -0.2401 -0.0336
C -0.0395 -0.0717 0.0179
C -0.0111 -0.1095 -0.0435


No. 3
C12H11I2N2Pt as an isolated structure, computed with ωB97M-V/def2-TZVPD.

Properties
- lowest unoccupied orbital energy (eV) = -4.99
- charge = +1
- energy above the lowest of the compared OMol25 structures with the same formula, charge and spin (kcal/mol) = 37.1
- multiplicity = 1
- HOMO-LUMO gap (eV) = 6.0
- highest occupied orbital energy (eV) = -11.003

Positions of all 28 atoms, in Å:
Pt (-0.164612, 0.102547, 0.091039)
I (2.461341, -0.481820, 0.234087)
C (2.403207, -0.149918, 2.346841)
I (0.415559, -0.203523, 3.088528)
H (2.813067, 0.834017, 2.535983)
H (2.984066, -0.927264, 2.826923)
C (-2.070983, 0.003573, 0.018513)
C (-3.282953, 0.035091, 0.009798)
C (-4.717980, 0.009665, -0.014171)
C (-5.404745, 0.133706, -1.222299)
C (-6.788723, 0.086326, -1.239194)
C (-7.492594, -0.081871, -0.055122)
C (-6.816189, -0.170179, 1.153804)
C (-5.432298, -0.123164, 1.177823)
H (-4.844316, 0.267264, -2.138027)
H (-7.320686, 0.188122, -2.175547)
H (-8.572889, -0.140973, -0.074021)
H (-7.368638, -0.269404, 2.078480)
H (-4.891781, -0.191860, 2.112657)
N (0.679256, 2.906197, -0.811816)
C (0.436957, 4.204788, -0.568305)
C (-0.487944, 4.266400, 0.449430)
C (-0.768131, 2.935118, 0.768436)
N (-0.046836, 2.125600, 0.000206)
H (1.272917, 2.507231, -1.518958)
H (0.930046, 4.982325, -1.126937)
H (-0.909620, 5.149665, 0.894374)
H (-1.448377, 2.533106, 1.499405)

Atoms 1-3, force components in eV/Å:
Pt 0.1778 -0.0533 -0.5681
I 0.1980 0.1245 0.1490
C -0.0843 0.0321 0.1757


No. 4
C12H11N2O2S5SbV as an isolated structure, computed with ωB97M-V/def2-TZVPD.

Properties
- ⟨S²⟩ = 0.789
- lowest unoccupied orbital energy (alpha / beta) (eV) = -1.39 / -0.90
- energy above the lowest of the compared OMol25 structures with the same formula, charge and spin (kcal/mol) = 0.0
- multiplicity = 2
- HOMO-LUMO gap (alpha / beta) (eV) = 7.1 / 7.6
- highest occupied orbital energy (alpha / beta) (eV) = -8.456 / -8.484

Positions of all 34 atoms, in Å:
V (-0.404465, 1.757196, 1.360776)
S (0.400370, 6.216024, 2.723207)
Sb (-0.922955, 4.444329, 2.910556)
S (0.294001, 2.439545, 3.420725)
S (-0.875740, 3.450004, 0.289639)
S (-3.094154, 4.256274, 3.388925)
C (2.374606, -1.222798, -5.235162)
C (2.051453, -1.017647, -3.782089)
C (1.699146, 0.244840, -3.304411)
C (1.371302, 0.438215, -1.975759)
C (1.397724, -0.657179, -1.119480)
C (1.753078, -1.921734, -1.560928)
C (2.080129, -2.090553, -2.896119)
S (0.947891, -0.446534, 0.550077)
O (1.324672, -1.588596, 1.319806)
O (1.467209, 0.879217, 0.991867)
N (-0.621646, -0.107137, 0.553872)
C (-1.485470, -0.489946, 1.582303)
C (-1.782284, -1.742510, 2.096516)
C (-2.688474, -1.792303, 3.137554)
C (-3.251224, -0.625673, 3.653517)
C (-2.869141, 0.587443, 3.123820)
N (-2.010265, 0.633726, 2.102014)
H (2.761247, -0.311495, -5.688695)
H (1.474279, -1.509096, -5.782957)
H (3.108698, -2.016079, -5.369005)
H (1.689438, 1.088544, -3.982824)
H (1.110554, 1.421369, -1.606295)
H (1.783051, -2.747718, -0.863915)
H (2.368818, -3.071156, -3.253277)
H (-1.315096, -2.625073, 1.685918)
H (-2.958476, -2.750898, 3.561257)
H (-3.956306, -0.663229, 4.470255)
H (-3.221984, 1.540626, 3.498308)

Atoms 1-3, force components in eV/Å:
V 0.0026 0.0191 -0.0796
S -0.1544 -0.1531 0.0306
Sb 0.0360 0.0153 0.1096


No. 5
One molecule with the formula C12H11NO2 at a distorted geometry, computed with ωB97M-V/def2-TZVPD.

Properties
- lowest unoccupied orbital energy (eV) = 0.74
- SMILES string = COc1ccc(Oc2cccnc2)cc1
- energy above the lowest of the compared OMol25 structures with the same formula, charge and spin (kcal/mol) = 91.6
- multiplicity = 1
- HOMO-LUMO gap (eV) = 9.4
- highest occupied orbital energy (eV) = -8.661

Positions of all 26 atoms, in Å:
C (2.238269, 4.336038, -0.381272)
O (1.140685, 3.678561, -1.088803)
C (0.639790, 2.578019, -0.287030)
C (0.896237, 1.941813, 0.938621)
C (0.141628, 0.832954, 1.255640)
C (-0.817054, 0.332239, 0.386950)
O (-1.660650, -0.767231, 0.768506)
C (-1.206564, -2.037077, 0.310158)
C (-0.082072, -2.498122, -0.229301)
C (0.244648, -3.886346, -0.304107)
C (-0.774797, -4.778207, 0.135086)
N (-2.082412, -4.319472, 0.500010)
C (-2.188841, -3.058494, 0.759093)
C (-0.974208, 0.888093, -0.853484)
C (-0.381980, 2.063178, -1.246742)
H (1.683246, 5.092347, 0.258428)
H (2.607093, 3.432894, 0.450389)
H (2.991033, 4.871511, -1.119760)
H (1.603056, 2.590038, 1.616418)
H (0.402327, 0.218831, 2.121644)
H (0.467913, -1.744483, -0.833987)
H (1.045249, -4.013339, -0.914728)
H (-0.606046, -5.956255, 0.168795)
H (-3.259328, -2.933594, 1.217372)
H (-1.637298, 0.409926, -1.435126)
H (-0.429924, 2.726178, -2.192771)

Atoms 1-3, force components in eV/Å:
C -0.4754 -0.8855 1.7794
O 1.9750 -0.8030 3.0968
C -2.9964 -0.0877 -4.8754


No. 6
C12H11NO4Rh as an isolated structure at a distorted geometry, computed with ωB97M-V/def2-TZVPD.

Properties
- ⟨S²⟩ = 6.032
- lowest unoccupied orbital energy (alpha / beta) (eV) = -11.12 / -17.39
- charge = +3
- energy above the lowest of the compared OMol25 structures with the same formula, charge and spin (kcal/mol) = 27.3
- multiplicity = 5
- HOMO-LUMO gap (alpha / beta) (eV) = 5.5 / 2.2
- highest occupied orbital energy (alpha / beta) (eV) = -16.640 / -19.545

Positions of all 29 atoms, in Å:
Rh (0.011339, 0.013769, -1.393926)
O (0.148339, 3.080751, -0.711745)
C (0.099896, 1.947185, -0.910803)
C (-0.092106, -1.946622, -1.060330)
O (-0.145240, -3.094302, -0.974994)
C (1.964409, -0.088640, -1.104033)
O (3.115476, -0.145593, -1.037287)
C (-1.953727, 0.096231, -1.148697)
O (-3.105871, 0.151729, -1.106472)
C (0.036769, 0.675156, -6.204604)
H (-0.867783, 1.294314, -6.252130)
H (0.997315, 1.204634, -6.231844)
C (-0.027174, -0.667194, -6.261813)
H (0.878757, -1.281769, -6.337061)
H (-0.986061, -1.192098, -6.357461)
N (-0.010999, 0.026437, 1.221804)
C (-0.003039, 0.008707, 2.565972)
C (1.249338, -0.184502, 3.120305)
C (1.214845, -0.175919, 4.478952)
C (0.004953, 0.010536, 5.166644)
C (-1.210553, 0.189267, 4.485791)
C (-1.254551, 0.187010, 3.127825)
H (0.946927, -0.286125, 0.803015)
H (-1.012758, 0.146754, 0.806033)
H (2.156417, -0.316139, 2.526281)
H (2.150614, -0.317082, 4.991390)
H (0.007442, 0.016587, 6.261529)
H (-2.145005, 0.333979, 4.999691)
H (-2.167977, 0.312943, 2.537959)

Atoms 1-3, force components in eV/Å:
Rh -0.1021 -0.1070 3.2449
O -0.1688 -3.9795 -0.2615
C 0.2321 4.7640 -1.0674


No. 7
One molecule with the formula C12H12 at a distorted geometry, computed with ωB97M-V/def2-TZVPD.

Properties
- lowest unoccupied orbital energy (eV) = 0.74
- SMILES string = Cc1cc2ccccc2cc1C
- energy above the lowest of the compared OMol25 structures with the same formula, charge and spin (kcal/mol) = 0.0
- multiplicity = 1
- HOMO-LUMO gap (eV) = 8.8
- highest occupied orbital energy (eV) = -8.027

Positions of all 24 atoms, in Å:
C (-2.694852, -1.493207, -0.016470)
C (-1.369233, -0.740015, 0.061457)
C (-0.160423, -1.434994, 0.023165)
C (1.086212, -0.746612, 0.019759)
C (2.328081, -1.397755, -0.026474)
C (3.519155, -0.689004, -0.028908)
C (3.468041, 0.729853, -0.018856)
C (2.285630, 1.402147, 0.024194)
C (1.051594, 0.675797, 0.031673)
C (-0.194310, 1.344988, -0.034501)
C (-1.416510, 0.686736, 0.005994)
C (-2.702590, 1.488118, -0.011448)
H (-3.166663, -1.260166, -0.967941)
H (-3.431499, -1.221897, 0.765229)
H (-2.521009, -2.540052, -0.026909)
H (-0.129839, -2.503888, 0.055942)
H (2.274880, -2.470991, -0.015443)
H (4.491697, -1.226890, 0.094342)
H (4.400974, 1.341142, 0.009423)
H (2.243224, 2.501905, 0.012372)
H (-0.131651, 2.442405, -0.027452)
H (-2.599876, 2.568561, -0.254768)
H (-3.144761, 1.445635, 1.040692)
H (-3.486277, 1.098184, -0.715080)

Atoms 1-3, force components in eV/Å:
C 0.1431 1.0823 0.1384
C -0.3093 -0.6763 -0.3771
C -0.4875 1.4947 0.3842


No. 8
A 2-piece molecular cluster, C12H12 overall at a distorted geometry, computed with ωB97M-V/def2-TZVPD.

Properties
- lowest unoccupied orbital energy (eV) = 0.78
- SMILES string = c1ccccc1.c1ccccc1
- energy above the lowest of the compared OMol25 structures with the same formula, charge and spin (kcal/mol) = 111.9
- multiplicity = 1
- HOMO-LUMO gap (eV) = 9.3
- highest occupied orbital energy (eV) = -8.562

Positions of all 24 atoms, in Å:
C (2.193540, -1.411567, -0.069105)
C (1.136648, -0.596950, -0.457167)
C (1.230216, 0.842983, -0.579751)
C (2.474876, 1.460639, -0.254429)
C (3.585621, 0.628994, 0.074940)
C (3.392436, -0.782616, 0.216148)
H (2.038601, -2.521408, 0.015071)
H (0.202427, -1.105781, -0.590015)
H (0.319107, 1.298177, -0.721218)
H (2.541286, 2.556904, -0.134395)
H (4.648564, 0.885632, 0.185524)
H (4.221176, -1.301106, 0.659250)
C (-0.883607, -0.007822, 0.568675)
C (-1.710073, 1.236052, 0.346297)
C (-3.047926, 1.227161, 0.056780)
C (-3.596009, -0.003578, -0.302520)
C (-2.976796, -1.135782, -0.183237)
C (-1.634671, -1.087073, 0.104755)
H (0.165211, 0.073556, 0.831684)
H (-1.335155, 2.294036, 0.568938)
H (-3.564984, 2.123114, 0.018024)
H (-4.750886, -0.279429, -0.403503)
H (-3.426337, -2.249110, -0.330574)
H (-1.223271, -2.145020, 0.379828)

Atoms 1-3, force components in eV/Å:
C -0.4099 -0.0443 -0.1517
C 2.3384 0.1954 -1.8288
C 4.2769 -2.6617 0.7605


No. 9
C12H12BBrIN5O3Pd as an isolated structure, computed with ωB97M-V/def2-TZVPD.

Properties
- ⟨S²⟩ = 2.005
- lowest unoccupied orbital energy (alpha / beta) (eV) = -0.12 / -1.88
- multiplicity = 3
- HOMO-LUMO gap (alpha / beta) (eV) = 8.8 / 7.0
- highest occupied orbital energy (alpha / beta) (eV) = -8.873 / -8.879

Positions of all 36 atoms, in Å:
Pd (-0.080325, -0.208285, -0.680667)
B (2.512129, -0.280061, 1.812104)
N (0.988536, -0.226846, 2.193953)
C (0.592834, -0.269642, 3.472422)
C (-0.791777, -0.262125, 3.520672)
C (-1.181252, -0.211938, 2.187750)
N (-0.096526, -0.189479, 1.412267)
N (2.835779, -0.021993, 0.299345)
C (4.092506, 0.181191, -0.114101)
C (4.107901, 0.271763, -1.495938)
C (2.776863, 0.110591, -1.859844)
N (2.028864, -0.067249, -0.769737)
H (2.921014, -1.377194, 2.101619)
H (3.062823, 0.585409, 2.437177)
H (1.327733, -0.299871, 4.258627)
H (-1.419087, -0.284248, 4.393264)
H (-2.162092, -0.185301, 1.741579)
H (4.889670, 0.245543, 0.606616)
H (4.956055, 0.438516, -2.134836)
H (2.320921, 0.124553, -2.836587)
Br (-1.445238, -6.111414, -0.900908)
C (-2.319810, -4.730758, -1.846574)
C (-3.518576, -5.029498, -2.478684)
C (-4.190544, -4.047177, -3.182610)
C (-3.665715, -2.765986, -3.259697)
C (-2.468479, -2.467210, -2.634425)
C (-1.790460, -3.445954, -1.920334)
I (0.030018, -2.986696, -0.971713)
H (-3.916779, -6.031933, -2.410899)
H (-5.126325, -4.285420, -3.669735)
H (-4.187935, -1.990187, -3.802295)
H (-2.074444, -1.462992, -2.686499)
O (-2.208971, 0.237339, -1.055811)
N (-2.013214, 1.497680, -1.202589)
O (-2.914095, 2.254112, -1.412540)
O (-0.806401, 1.871562, -1.094771)

Atoms 1-3, force components in eV/Å:
Pd -0.0279 0.2066 -0.2445
B -0.0514 -0.1403 -0.0155
N -0.0001 0.1173 0.1121